*i*
A structure of composition C15H17CoN. Source: OMol25; level of theory: ωB97M-V/def2-TZVPD.

The geometry in XYZ format:
```
34
C15H17CoN | OMol25 | ωB97M-V/def2-TZVPD
C -1.424 2.831 -0.943
C -0.271 3.431 -0.343
C -0.156 2.929 0.987
C -1.233 2.036 1.223
C -2.009 1.947 0.028
Co -0.026 1.270 -0.750
C 2.134 1.686 -1.206
C 1.391 1.781 -2.337
C 1.115 2.032 -3.631
N -0.546 0.180 -1.883
H 0.601 3.237 1.722
H 0.356 4.210 -0.808
H -1.458 1.528 2.173
H -2.978 1.436 -0.084
H -1.867 3.116 -1.906
H 2.395 2.603 -0.645
H -0.848 -0.361 -2.690
H 2.806 0.830 -1.012
H 1.764 2.455 -4.418
H 0.097 1.818 -3.967
C 0.140 -0.883 0.566
C -0.099 -2.138 1.132
C 0.331 -2.269 2.477
C 0.416 -3.550 3.002
C 0.008 -4.641 2.203
C -0.477 -4.493 0.885
C -0.502 -3.242 0.290
H -0.285 -0.010 1.027
H 0.836 -0.770 -0.300
H 0.619 -1.362 3.033
H 0.772 -3.694 4.015
H 0.064 -5.649 2.611
H -0.858 -5.313 0.292
H -0.806 -2.980 -0.744
```

Properties
Total charge   -2
LUMO energy (spin up / spin down)   5.95 / 6.00 eV
2S+1   4
Frontier orbital gap (spin up / spin down)   3.8 / 3.7 eV

So, what does the Löwdin scheme give us? The charges, in e, come out as: atom 1 (C): -0.2314, atom 2 (C): -0.2435, atom 3 (C): -0.2000, atom 4 (C): -0.2112, atom 5 (C): -0.2050, atom 6 (Co): 0.1870, atom 7 (C): -0.1459, atom 8 (C): -0.2922, atom 9 (C): -0.0673, atom 10 (N): -0.1426, atom 11 (H): 0.0796, atom 12 (H): 0.0910, atom 13 (H): 0.0891, atom 14 (H): 0.0888, atom 15 (H): 0.0896, atom 16 (H): 0.0447, atom 17 (H): -0.1046, atom 18 (H): 0.0472, atom 19 (H): 0.0175, atom 20 (H): 0.0191, atom 21 (C): -0.1207, atom 22 (C): -0.3624, atom 23 (C): -0.1165, atom 24 (C): -0.1768, atom 25 (C): -0.2082, atom 26 (C): -0.1829, atom 27 (C): -0.0923, atom 28 (H): -0.0236, atom 29 (H): 0.0234, atom 30 (H): 0.0910, atom 31 (H): 0.0615, atom 32 (H): 0.0414, atom 33 (H): 0.0632, atom 34 (H): 0.0932


*ii*
A structure of composition C15H17CoN. Source: OMol25; level of theory: ωB97M-V/def2-TZVPD.

The geometry in XYZ format:
```
34
C15H17CoN | OMol25 | ωB97M-V/def2-TZVPD
C 1.399 0.770 -3.074
C 2.302 1.476 -2.185
C 1.494 2.305 -1.316
C 0.136 2.142 -1.668
C 0.055 1.087 -2.627
Co 1.392 0.038 -1.299
C 2.794 -0.165 0.071
C 2.982 -1.022 -1.001
C 3.604 -2.071 -1.544
N 0.177 -1.227 -1.420
H 1.896 3.007 -0.586
H 3.384 1.461 -2.242
H -0.703 2.749 -1.328
H -0.857 0.693 -3.057
H 1.682 0.112 -3.890
H 3.482 0.669 0.207
H 0.225 -2.268 -1.435
H 2.442 -0.563 1.026
H 4.593 -2.438 -1.252
H 3.082 -2.659 -2.304
C -0.538 0.006 1.074
C -1.814 -0.161 1.642
C -2.349 0.893 2.449
C -3.422 0.650 3.299
C -4.089 -0.588 3.298
C -3.666 -1.574 2.387
C -2.567 -1.380 1.561
H -0.268 0.969 0.624
H 0.160 -0.829 1.095
H -1.856 1.874 2.396
H -3.756 1.435 3.972
H -4.926 -0.766 3.977
H -4.217 -2.509 2.335
H -2.252 -2.117 0.814
```

Properties
Total charge   -2
LUMO energy (spin up / spin down)   5.90 / 5.90 eV
2S+1   4
Frontier orbital gap (spin up / spin down)   4.2 / 4.1 eV

So, what does the Löwdin scheme give us? The charges, in e, come out as: atom 1 (C): -0.2330, atom 2 (C): -0.2793, atom 3 (C): -0.1810, atom 4 (C): -0.1600, atom 5 (C): -0.2118, atom 6 (Co): 0.1944, atom 7 (C): -0.1870, atom 8 (C): -0.3252, atom 9 (C): -0.0715, atom 10 (N): -0.0895, atom 11 (H): 0.0807, atom 12 (H): 0.0915, atom 13 (H): 0.0885, atom 14 (H): 0.0782, atom 15 (H): 0.0875, atom 16 (H): 0.0479, atom 17 (H): -0.0893, atom 18 (H): 0.0504, atom 19 (H): 0.0125, atom 20 (H): 0.0173, atom 21 (C): -0.0867, atom 22 (C): -0.3741, atom 23 (C): -0.1171, atom 24 (C): -0.1866, atom 25 (C): -0.2141, atom 26 (C): -0.1852, atom 27 (C): -0.1021, atom 28 (H): 0.0021, atom 29 (H): 0.0004, atom 30 (H): 0.0865, atom 31 (H): 0.0629, atom 32 (H): 0.0455, atom 33 (H): 0.0650, atom 34 (H): 0.0820


Tell me which of them is the most stable. Sure, it is *ii*.


*i*
A cluster of 2 separate species, C9H16N2O2 in total. Source: OMol25; level of theory: ωB97M-V/def2-TZVPD.

The geometry in XYZ format:
```
29
C9H16N2O2 | OMol25 | ωB97M-V/def2-TZVPD
O -1.055 -2.143 -1.135
C -1.705 -1.315 -0.631
C -2.627 -1.478 0.447
C -3.310 -0.386 0.832
N -3.158 0.946 0.398
C -2.102 1.146 -0.465
O -1.805 2.326 -0.703
N -1.577 0.047 -1.169
H -2.622 -2.544 0.951
H -4.110 -0.379 1.568
H -3.203 1.794 1.093
H -1.044 0.401 -2.044
C 0.652 1.145 -0.378
C 1.697 0.052 0.114
C 1.770 -0.871 -1.106
C 1.211 -0.706 1.365
C 3.053 0.697 0.363
H 1.002 1.748 -1.240
H -0.318 0.670 -0.595
H 0.424 1.880 0.438
H 2.241 -1.855 -0.955
H 0.702 -0.901 -1.537
H 2.336 -0.245 -1.890
H 1.866 -1.467 1.677
H 0.198 -1.109 1.281
H 1.240 -0.118 2.290
H 3.217 1.355 1.261
H 3.924 -0.064 0.364
H 3.103 1.372 -0.595
```

Properties
LUMO energy   0.14 eV
Frontier orbital gap   9.9 eV

So, what does the Löwdin scheme give us? The charges, in e, come out as: atom 1 (O): 0.1146, atom 2 (C): -0.4975, atom 3 (C): -0.0038, atom 4 (C): -0.0733, atom 5 (N): 0.1106, atom 6 (C): -0.5341, atom 7 (O): 0.0500, atom 8 (N): 0.1238, atom 9 (H): 0.1739, atom 10 (H): 0.1213, atom 11 (H): 0.2189, atom 12 (H): 0.2190, atom 13 (C): -0.0879, atom 14 (C): -0.6391, atom 15 (C): -0.0715, atom 16 (C): -0.0508, atom 17 (C): -0.0921, atom 18 (H): 0.0993, atom 19 (H): -0.0276, atom 20 (H): 0.1005, atom 21 (H): 0.0888, atom 22 (H): 0.0672, atom 23 (H): 0.1011, atom 24 (H): 0.0584, atom 25 (H): 0.0653, atom 26 (H): 0.0802, atom 27 (H): 0.0835, atom 28 (H): 0.1015, atom 29 (H): 0.0997


*ii*
A cluster of 2 separate species, C9H16N2O2 in total. Source: OMol25; level of theory: ωB97M-V/def2-TZVPD.

The geometry in XYZ format:
```
29
C9H16N2O2 | OMol25 | ωB97M-V/def2-TZVPD
O 0.176 -1.868 -3.138
C -0.998 -1.896 -2.770
C -1.686 -2.943 -2.092
C -2.904 -2.782 -1.446
N -3.418 -1.590 -1.546
C -2.938 -0.413 -2.109
O -3.547 0.648 -1.806
N -1.789 -0.678 -2.855
H -1.030 -3.774 -2.049
H -3.324 -3.466 -0.870
H -4.133 -1.510 -0.913
H -1.356 -0.090 -3.450
C 2.782 0.202 1.923
C 1.551 1.189 1.423
C 1.513 2.509 2.264
C 0.272 0.520 1.741
C 1.869 1.517 -0.099
H 3.784 0.746 1.522
H 2.577 0.111 3.021
H 2.582 -0.748 1.359
H 0.678 3.088 1.979
H 1.249 2.011 3.269
H 2.337 3.261 2.136
H -0.609 1.409 1.988
H 0.615 -0.113 2.853
H -0.178 -0.312 0.932
H 2.101 0.651 -0.903
H 1.040 2.145 -0.429
H 2.783 2.173 0.064
```

Properties
LUMO energy   0.16 eV
Frontier orbital gap   9.5 eV

So, what does the Löwdin scheme give us? The charges, in e, come out as: atom 1 (O): 0.0571, atom 2 (C): -0.4312, atom 3 (C): 0.0146, atom 4 (C): -0.0439, atom 5 (N): 0.1152, atom 6 (C): -0.4092, atom 7 (O): 0.0404, atom 8 (N): 0.2221, atom 9 (H): 0.1016, atom 10 (H): 0.0930, atom 11 (H): 0.1298, atom 12 (H): 0.1045, atom 13 (C): -0.0736, atom 14 (C): -0.7270, atom 15 (C): -0.0928, atom 16 (C): -0.1404, atom 17 (C): -0.0852, atom 18 (H): 0.1162, atom 19 (H): 0.0588, atom 20 (H): 0.0733, atom 21 (H): 0.0389, atom 22 (H): 0.0996, atom 23 (H): 0.0933, atom 24 (H): 0.1349, atom 25 (H): 0.1401, atom 26 (H): 0.1175, atom 27 (H): 0.1215, atom 28 (H): 0.0579, atom 29 (H): 0.0731


*iii*
A cluster of 2 separate species, C9H16N2O2 in total. Source: OMol25; level of theory: ωB97M-V/def2-TZVPD.

The geometry in XYZ format:
```
29
C9H16N2O2 | OMol25 | ωB97M-V/def2-TZVPD
O 4.776 -1.459 0.210
C 4.016 -0.473 0.052
C 4.260 0.927 0.185
C 3.268 1.879 0.090
N 1.944 1.496 0.034
C 1.558 0.177 -0.248
O 0.346 -0.184 -0.461
N 2.663 -0.699 -0.312
H 5.193 1.362 0.311
H 3.635 2.946 0.109
H 1.048 2.119 0.218
H 2.591 -1.687 -0.771
C -6.180 0.892 -0.125
C -4.703 0.854 0.131
C -4.108 -0.532 0.076
C -2.577 -0.588 0.212
C -1.969 -2.005 0.144
H -6.393 0.576 -1.185
H -6.727 0.222 0.541
H -6.592 1.910 -0.004
H -4.501 1.273 1.139
H -4.191 1.507 -0.627
H -4.521 -1.181 0.913
H -4.399 -1.015 -0.865
H -2.290 -0.172 1.212
H -2.018 -0.040 -0.576
H -2.270 -2.485 -0.780
H -0.873 -1.964 0.227
H -2.298 -2.587 0.989
```

Properties
LUMO energy   -0.01 eV
Frontier orbital gap   9.7 eV

So, what does the Löwdin scheme give us? The charges, in e, come out as: atom 1 (O): 0.0387, atom 2 (C): -0.4378, atom 3 (C): -0.0058, atom 4 (C): -0.0627, atom 5 (N): 0.0899, atom 6 (C): -0.4103, atom 7 (O): 0.0006, atom 8 (N): 0.1697, atom 9 (H): 0.0856, atom 10 (H): 0.1458, atom 11 (H): 0.2228, atom 12 (H): 0.2137, atom 13 (C): -0.1433, atom 14 (C): -0.3165, atom 15 (C): -0.2585, atom 16 (C): -0.2856, atom 17 (C): -0.1272, atom 18 (H): 0.0867, atom 19 (H): 0.0683, atom 20 (H): 0.0714, atom 21 (H): 0.1125, atom 22 (H): 0.1217, atom 23 (H): 0.1318, atom 24 (H): 0.1107, atom 25 (H): 0.1148, atom 26 (H): 0.0896, atom 27 (H): 0.0680, atom 28 (H): 0.0471, atom 29 (H): 0.0580


Tell me which of them is the most stable. Sure, it is *iii*.


*i*
A structure of composition CH8N5O. Source: OMol25; level of theory: ωB97M-V/def2-TZVPD.

The geometry in XYZ format:
```
15
CH8N5O | OMol25 | ωB97M-V/def2-TZVPD
C 1.208 -0.013 0.180
N 1.799 0.987 0.732
N 1.817 -0.728 -0.789
N -1.681 0.696 -0.686
N -0.042 -0.311 0.729
N -1.025 0.680 0.510
O -0.932 -1.602 -0.025
H 1.380 1.507 1.584
H 2.646 -0.286 -1.080
H 1.237 -1.520 -1.140
H -1.043 0.886 -1.365
H -2.450 0.099 -0.849
H -0.722 1.572 0.834
H -1.770 0.394 1.256
H -0.422 -2.361 0.110
```

Properties
Total charge   +1
LUMO energy   -5.07 eV
Frontier orbital gap   8.9 eV

So, what does the Löwdin scheme give us? The charges, in e, come out as: atom 1 (C): -0.5696, atom 2 (N): 0.1452, atom 3 (N): 0.1863, atom 4 (N): 0.1393, atom 5 (N): 0.0762, atom 6 (N): -0.0147, atom 7 (O): 0.0105, atom 8 (H): 0.1074, atom 9 (H): 0.1110, atom 10 (H): 0.1321, atom 11 (H): 0.0865, atom 12 (H): 0.1216, atom 13 (H): 0.1737, atom 14 (H): 0.2525, atom 15 (H): 0.0421


*ii*
A structure of composition CH8N5O. Source: OMol25; level of theory: ωB97M-V/def2-TZVPD.

The geometry in XYZ format:
```
15
CH8N5O | OMol25 | ωB97M-V/def2-TZVPD
C 0.887 -0.693 -0.085
N 1.263 -1.015 1.035
N 1.403 -0.840 -1.278
N -0.117 1.855 -0.045
N -0.947 -0.297 -0.276
N -1.013 0.973 0.560
O -1.453 -1.308 0.629
H 0.693 -0.815 1.835
H 2.375 -1.000 -1.611
H 0.697 -0.695 -1.971
H 0.861 1.709 0.198
H -0.072 1.874 -1.081
H -0.813 0.874 1.635
H -2.056 1.313 0.540
H -1.709 -1.935 -0.086
```

Properties
Total charge   +1
LUMO energy   -3.49 eV
Frontier orbital gap   10.6 eV

So, what does the Löwdin scheme give us? The charges, in e, come out as: atom 1 (C): -0.4279, atom 2 (N): 0.1918, atom 3 (N): 0.1630, atom 4 (N): 0.0530, atom 5 (N): -0.0282, atom 6 (N): -0.0449, atom 7 (O): -0.0623, atom 8 (H): 0.0613, atom 9 (H): 0.1659, atom 10 (H): 0.0992, atom 11 (H): 0.1041, atom 12 (H): 0.1326, atom 13 (H): 0.2260, atom 14 (H): 0.2361, atom 15 (H): 0.1302


Tell me which of them is the most stable. Sure, it is *ii*.